1.
100
Properties=species:S:1:pos:R:3:forces:R:3 method="wB97M-V/def2-TZVPD" e_homo_ev=-8.97 largest_force_ev_per_a=3.6 total_charge=0 smiles=COC[C@H](C)N.COC[C@H](C)N.OCCO.OCCO.OCCO.OCCO.OCCO.OCCO.CO energy_ev=-56467.12006
C 9.78217 -14.48252 -14.77136 -0.844 0.553 0.937
O 10.43968 -13.48582 -15.53430 0.363 0.072 -0.658
H 10.31209 -14.62928 -13.83022 0.234 -0.455 -0.074
H 8.82146 -14.06366 -14.47188 -0.321 -0.462 -0.117
H 9.64168 -15.41137 -15.32417 0.191 0.227 -0.055
H 10.04168 -12.63259 -15.34667 -0.113 0.040 -0.126
C 15.93909 -16.55304 -18.68748 0.489 2.566 -0.295
C 15.02074 -15.80987 -19.73927 2.033 -2.342 1.738
C 15.73190 -15.57560 -21.05301 -0.177 0.327 -0.279
O 16.74745 -14.58678 -21.01580 -0.866 0.544 -0.036
C 16.14244 -13.26672 -21.01538 1.035 -0.489 -0.942
N 13.97088 -16.73770 -19.91985 -2.820 -0.073 -1.039
H 15.54151 -16.33075 -17.69722 -0.141 -0.492 0.072
H 16.87203 -15.99091 -18.72905 0.517 -0.348 0.202
H 16.12878 -17.61727 -18.82723 -0.348 0.164 -0.314
H 14.54429 -14.96519 -19.24165 0.517 0.459 -0.281
H 14.98599 -15.43014 -21.83439 -0.449 1.147 -0.152
H 16.07274 -16.52803 -21.45898 1.078 -0.201 0.649
H 15.37999 -13.14470 -20.24603 0.092 0.074 -0.042
H 15.77405 -13.04348 -22.01665 -0.773 -0.336 -0.057
H 16.93698 -12.52187 -20.97061 0.193 -0.216 0.823
H 14.13974 -17.40955 -20.65483 0.633 -0.505 0.050
H 13.28018 -16.15942 -20.37660 -1.097 -0.217 0.001
C 18.44014 -7.85219 -9.81841 0.262 -0.366 0.417
C 18.81936 -8.66664 -11.03784 -1.857 0.918 -1.153
C 17.50414 -9.11683 -11.80878 -0.474 0.773 0.668
O 17.65442 -10.19789 -12.67612 -1.313 -1.243 -1.876
C 16.48179 -10.36188 -13.57920 0.410 0.313 0.300
N 19.55697 -7.79634 -11.95883 0.828 -1.003 -0.419
H 19.31152 -7.36424 -9.38173 0.209 -0.146 -0.103
H 18.05366 -8.53863 -9.06506 -0.374 0.320 0.132
H 17.75310 -7.03910 -10.05284 -0.338 -0.216 -0.029
H 19.38792 -9.54332 -10.72757 0.215 0.041 -0.306
H 17.15584 -8.30570 -12.44820 0.295 0.809 0.201
H 16.64520 -9.26473 -11.15421 0.004 -0.417 0.658
H 15.90023 -9.46075 -13.77374 0.544 0.819 0.408
H 15.67994 -11.02313 -13.25076 0.517 -0.556 0.780
H 16.74105 -10.69435 -14.58437 0.808 -0.264 0.323
H 19.37876 -8.21751 -12.85936 0.595 0.078 -0.492
H 19.18059 -6.86360 -12.05070 -0.337 0.076 0.518
C 14.96778 -14.47325 -9.84120 -1.334 -0.975 0.191
C 14.89068 -13.55763 -11.01850 0.339 1.120 -1.145
O 15.08434 -14.23138 -12.29535 0.810 -0.531 1.327
O 13.94351 -15.43224 -10.01142 -0.825 -0.417 -0.149
H 14.66267 -13.87980 -8.97932 0.545 0.244 0.256
H 15.82272 -15.10969 -9.61291 0.807 0.907 -0.341
H 15.56171 -12.71519 -10.85083 0.572 -0.040 -0.531
H 13.91342 -13.07538 -11.04054 -0.321 -0.276 0.183
H 14.54363 -13.97564 -13.04624 -0.772 0.476 0.597
H 13.64203 -15.26458 -10.90730 -0.356 -0.668 -0.142
C 9.19074 -11.87692 -18.89208 0.879 1.335 -0.285
C 10.29788 -10.75818 -19.09545 -0.807 0.154 1.944
O 11.32654 -11.16175 -19.95289 -0.141 -0.347 -0.455
O 9.19813 -12.55837 -20.07954 -0.763 -1.367 -1.495
H 8.20178 -11.43273 -18.77918 0.012 0.368 0.259
H 9.31828 -12.57768 -18.06699 0.528 0.113 0.365
H 10.77913 -10.49956 -18.15226 -0.370 0.155 0.379
H 9.82095 -9.85046 -19.46517 -0.118 -0.033 -0.225
H 12.14591 -10.99798 -19.48021 0.403 -0.163 -0.446
H 10.00428 -12.31528 -20.54066 0.334 -0.262 -0.204
C 18.37628 -13.61786 -12.09184 -0.464 -2.099 1.883
C 19.28889 -14.85198 -11.55431 -0.545 1.718 -2.330
O 20.35992 -15.04526 -12.44341 0.901 -0.339 -0.038
O 17.55971 -13.78881 -13.23994 1.562 -0.116 -0.399
H 18.92777 -12.68010 -12.15935 0.089 -0.231 0.041
H 17.70886 -13.66502 -11.23136 -0.383 1.138 0.341
H 18.73941 -15.79200 -11.50407 -0.542 0.157 0.357
H 19.68871 -14.56913 -10.58053 -0.027 -0.010 -0.032
H 19.98128 -15.38572 -13.25723 0.045 0.043 -0.148
H 16.71114 -14.12749 -12.94526 -0.358 -0.168 0.209
C 13.77571 -12.95592 -15.16487 -0.580 -2.108 0.965
C 13.75397 -13.79958 -16.40495 -0.146 0.378 -1.191
O 12.82888 -13.23453 -17.35554 0.531 -0.328 -0.049
O 12.79096 -13.45933 -14.23921 0.760 0.567 0.824
H 13.66626 -11.89675 -15.39785 0.138 0.002 0.163
H 14.68948 -13.22426 -14.63466 0.460 0.824 -0.262
H 13.49247 -14.84689 -16.25379 -0.080 0.035 0.651
H 14.75689 -13.85739 -16.82793 0.017 0.427 -0.443
H 11.96995 -13.59473 -17.12296 -0.319 0.072 -0.058
H 11.88915 -13.38074 -14.55882 -0.084 0.205 -0.651
C 11.82037 -18.84160 -13.04319 1.275 1.331 -0.729
C 11.99708 -17.47031 -13.84352 0.795 -0.698 -0.098
O 13.18936 -17.45039 -14.64992 0.131 -0.350 0.115
O 12.86525 -19.02591 -12.04720 -1.599 0.400 -0.196
H 11.82488 -19.70039 -13.71443 0.069 0.136 -0.343
H 10.82519 -18.81976 -12.59909 0.311 0.007 0.641
H 12.11407 -16.60930 -13.18544 -0.290 -0.252 0.520
H 11.22903 -17.21821 -14.57471 -0.863 -0.481 0.601
H 12.88532 -17.39157 -15.55860 0.354 -0.176 -0.074
H 13.73172 -19.13712 -12.44527 -0.141 0.096 -0.500
C 14.05650 -8.89733 -17.00287 -2.142 -1.479 -0.860
C 13.96521 -10.29827 -17.68656 1.234 1.302 -0.129
O 13.81658 -10.09877 -19.13861 0.005 -0.308 1.552
O 12.80031 -8.26885 -17.37194 1.296 0.094 0.676
H 14.91516 -8.35035 -17.39224 0.131 0.145 0.172
H 14.09763 -9.04827 -15.92416 0.076 0.342 0.002
H 13.12925 -10.90885 -17.34529 0.086 0.245 -0.128
H 14.91154 -10.78235 -17.44527 0.020 -0.592 -0.317
H 14.60276 -9.62431 -19.41861 0.126 -0.006 -0.311
H 12.79223 -8.53213 -18.29510 -0.685 0.312 -0.537

---

2.
70
Properties=species:S:1:pos:R:3:forces:R:3 method="wB97M-V/def2-TZVPD" e_homo_ev=-3.96 largest_force_ev_per_a=1.4 total_charge=-1 energy_ev=-259713.65019
C 5.82902 -1.19532 1.01448 -0.701 0.343 0.392
N 4.97622 0.01287 1.09178 0.473 0.428 -1.264
C 5.80443 1.22346 1.05436 -0.005 -0.123 0.530
B 3.90082 0.01431 0.11602 -0.149 -0.389 0.626
O 3.68906 1.13494 -0.67124 0.345 0.394 0.609
C 2.97854 -1.25943 -0.04130 -0.037 0.214 -0.057
C 1.96484 -1.46319 1.13716 0.195 -0.872 0.062
O 0.69095 -1.44743 0.56252 -0.132 0.366 0.060
B 0.81554 -0.85983 -0.77195 -0.091 -0.551 -0.186
P 0.44848 1.12769 -0.56949 0.020 -0.333 0.432
O 0.32861 1.67409 0.82978 0.021 0.319 0.319
O 2.17728 -1.18468 -1.21638 -0.001 0.068 -0.003
H 5.85768 -1.60186 -0.00104 0.136 -0.076 0.006
H 6.84016 -0.93301 1.30977 0.020 -0.069 0.134
H 5.43674 -1.97146 1.66962 0.177 -0.015 0.061
H 6.58956 1.16460 0.28953 -0.013 0.047 -0.046
H 6.29072 1.36488 2.02510 0.102 -0.032 -0.030
H 5.19389 2.09750 0.85572 -0.061 0.013 -0.034
H 3.97685 0.97836 -1.56466 -0.392 -0.112 -0.624
H 3.58898 -2.16735 -0.07000 0.030 -0.046 -0.258
H 2.10512 -0.77167 1.97480 -0.203 0.357 -0.187
H 2.11429 -2.47321 1.54659 0.107 0.053 0.151
H -0.05738 -1.27573 -1.53363 0.118 0.146 -0.036
H -0.78145 1.34598 -1.26825 0.013 0.071 -0.284
H 1.31842 1.94755 -1.33279 -0.138 -0.018 -0.382
C -1.75618 4.49680 -2.21218 -0.167 -0.073 -0.044
Cl -0.57675 4.28247 -0.93159 0.066 0.212 0.064
Cl -1.05789 4.49749 -3.84352 0.058 0.027 0.024
H -2.45055 3.66477 -2.15663 0.023 -0.037 -0.138
H -2.27479 5.43703 -2.06924 0.037 0.046 -0.035
C 5.01739 -5.27900 -0.77698 -0.023 0.004 -0.026
Cl 4.05783 -4.43063 -1.98850 -0.006 0.006 -0.014
Cl 5.00788 -4.43353 0.77755 0.050 -0.271 0.029
H 4.60007 -6.26760 -0.63074 -0.039 0.004 0.012
H 6.04257 -5.33808 -1.12145 0.014 0.027 -0.005
C 9.18444 -1.77218 3.66569 -0.052 -0.014 -0.045
Cl 9.13819 -0.07676 3.17258 0.063 0.026 -0.118
Cl 8.55834 -2.84413 2.40811 0.108 -0.164 0.023
H 10.21365 -2.03874 3.87261 0.012 -0.024 -0.033
H 8.56059 -1.88113 4.54562 0.045 -0.049 -0.171
C -4.17044 3.99241 0.04751 0.178 -0.039 0.114
Cl -4.77530 5.56890 -0.51274 -0.043 -0.051 0.022
Cl -4.87750 2.64923 -0.84530 -0.063 0.047 -0.113
H -3.09691 3.97034 -0.09848 -0.008 0.005 0.089
H -4.40975 3.88136 1.09752 -0.097 0.006 -0.007
C -4.07930 -0.55871 1.43329 0.169 -0.017 -0.035
Cl -5.76857 -0.54104 0.89234 -0.062 0.000 -0.004
Cl -3.51577 1.01878 1.98326 0.012 0.014 0.102
H -3.99911 -1.25343 2.25920 -0.011 -0.001 0.012
H -3.45559 -0.86793 0.60364 0.010 0.020 -0.033
C -7.40200 3.30981 -3.19258 0.082 -0.011 0.020
Cl -9.12692 3.58107 -3.49700 -0.049 0.037 -0.009
Cl -6.95003 1.61904 -3.43680 -0.037 -0.029 -0.025
H -6.83200 3.91922 -3.88233 -0.015 -0.003 -0.037
H -7.18274 3.57857 -2.16683 -0.023 -0.030 0.022
C -10.20188 0.21404 -4.39297 0.039 0.049 0.053
Cl -11.92972 0.39990 -4.72082 -0.004 0.012 0.000
Cl -9.66445 -1.46178 -4.59119 0.005 0.027 -0.054
H -9.64861 0.83497 -5.08526 0.001 -0.019 -0.035
H -10.00785 0.51747 -3.37240 -0.014 -0.025 0.023
C 6.90189 0.74491 6.76520 -0.071 0.029 -0.018
Cl 8.24755 -0.36766 6.43903 -0.076 0.130 0.406
Cl 6.27506 1.48679 5.29810 0.004 -0.010 -0.012
H 6.10723 0.17704 7.23235 -0.004 -0.034 -0.015
H 7.26510 1.52289 7.42471 0.044 0.007 -0.010
C -9.64513 -4.20278 -2.28314 -0.010 -0.012 0.004
Cl -9.91753 -3.72579 -0.60309 -0.011 0.013 -0.001
Cl -8.88557 -5.79581 -2.41279 -0.012 -0.002 -0.011
H -10.60254 -4.23827 -2.78725 -0.018 -0.016 0.006
H -8.99381 -3.47237 -2.74303 0.061 -0.001 0.035

---

3.
11
Properties=species:S:1:pos:R:3:forces:R:3 method="wB97M-V/def2-TZVPD" e_homo_ev=-9.08 largest_force_ev_per_a=3.5 total_charge=0 smiles="CO[P@](O)(=S)S" energy_ev=-36173.43197
C 0.91347 -1.40618 0.72387 0.743 -0.470 0.252
O -1.46291 0.48291 -1.59498 -2.974 -1.803 0.039
O -0.26698 -0.88674 0.09470 -0.594 0.434 0.733
P -0.32426 0.59097 -0.51480 0.576 0.520 0.760
S 1.22362 1.13903 -1.51720 0.096 0.397 0.810
S -1.01486 2.00158 1.30459 1.067 -1.095 -2.947
H 1.00237 -2.44240 0.34663 0.250 0.684 0.141
H 0.94336 -1.44719 1.83636 -0.932 0.248 -0.672
H 1.75439 -0.76208 0.45713 0.116 -0.414 -0.318
H -2.19758 -0.24003 -1.56468 1.990 1.879 0.389
H -0.57061 2.97013 0.42839 -0.337 -0.382 0.812

---

Number 1: orbital gap 8.9 eV. Number 2: orbital gap 5.8 eV. Number 3: orbital gap 8.9 eV.